# C57H56Cl2NO2

9 unconnected molecules or ions with the total composition C57H56Cl2NO2 (ωB97M-V/def2-TZVPD, OMol25).

Structure (XYZ):
```
118
Properties=species:S:1:pos:R:3:forces:R:3
C 1.902 -1.192 0.024 0.07 0.14 0.11
C 0.538 -0.778 0.444 -0.11 -0.19 -0.21
Cl 0.473 0.348 1.739 -0.14 0.27 0.32
C -0.600 -1.257 -0.058 0.23 0.41 0.24
Cl -0.579 -2.407 -1.325 0.00 -0.52 -0.39
C -1.951 -0.894 0.395 -0.34 0.63 0.13
C -2.410 0.413 0.253 -0.09 -0.67 0.20
N -3.640 0.738 0.691 0.40 -0.16 -0.11
C -4.466 -0.158 1.254 -0.43 0.41 0.11
C -4.087 -1.455 1.395 0.52 -0.30 -0.16
C -2.814 -1.828 0.966 -0.08 0.08 -0.18
C -2.351 -3.238 1.211 -0.62 0.08 -0.21
O -1.449 -3.449 1.943 0.77 -0.19 0.57
O -3.103 -4.200 0.671 0.08 -0.20 -0.25
H 2.147 -2.142 0.493 0.05 -0.22 -0.08
H 2.635 -0.474 0.369 0.13 0.16 0.03
H 1.970 -1.272 -1.054 0.01 -0.17 -0.17
H -1.810 1.181 -0.200 0.02 0.19 -0.05
H -3.935 1.701 0.600 -0.12 0.05 0.00
H -5.434 0.166 1.597 -0.09 0.33 -0.06
H -4.767 -2.157 1.843 -0.11 -0.17 0.06
H -3.567 -3.887 -0.117 -0.16 -0.03 0.05
C -0.652 2.228 -3.026 -0.04 -0.04 0.00
C -0.586 0.851 -3.195 -0.05 0.07 0.05
C -0.533 0.307 -4.470 0.01 -0.02 0.00
C -0.543 1.144 -5.577 0.00 -0.01 -0.03
C -0.612 2.520 -5.409 -0.01 -0.01 -0.01
C -0.668 3.064 -4.134 0.00 0.02 0.01
H -0.685 2.656 -2.030 0.05 0.03 0.01
H -0.575 0.197 -2.332 0.06 -0.02 0.01
H -0.483 -0.767 -4.602 0.01 0.00 0.00
H -0.496 0.721 -6.573 -0.01 -0.01 -0.01
H -0.614 3.171 -6.272 0.00 0.01 0.00
H -0.716 4.137 -4.005 0.02 0.01 0.00
C -3.502 2.614 6.464 0.00 0.00 0.02
C -4.533 1.999 7.161 -0.01 0.02 0.02
C -5.418 1.156 6.503 0.00 -0.01 0.01
C -5.268 0.924 5.144 0.02 -0.02 -0.05
C -4.234 1.536 4.450 -0.01 0.01 0.04
C -3.352 2.384 5.104 0.01 -0.02 -0.02
H -2.813 3.269 6.981 0.00 0.01 0.01
H -4.644 2.173 8.223 -0.01 0.01 0.01
H -6.220 0.679 7.050 0.00 -0.01 0.01
H -5.958 0.262 4.633 -0.01 0.00 0.01
H -4.113 1.354 3.390 0.03 0.02 -0.02
H -2.547 2.862 4.561 0.01 0.00 0.00
C 3.421 3.885 -5.141 0.00 0.02 0.02
C 2.634 3.563 -6.236 -0.03 -0.01 -0.03
C 2.399 4.509 -7.224 -0.01 0.00 -0.01
C 2.958 5.776 -7.119 -0.02 0.00 0.00
C 3.748 6.097 -6.024 0.00 0.00 0.00
C 3.978 5.152 -5.033 0.00 0.01 0.01
H 3.599 3.147 -4.371 0.03 -0.04 0.04
H 2.203 2.574 -6.320 0.02 -0.02 0.01
H 1.782 4.260 -8.079 0.02 -0.01 -0.02
H 2.779 6.512 -7.891 0.00 0.01 -0.01
H 4.186 7.083 -5.943 0.00 0.01 0.00
H 4.593 5.403 -4.178 0.01 0.00 -0.01
C -1.199 -1.993 10.776 0.00 0.00 0.00
C -1.433 -2.634 9.567 0.00 0.00 0.00
C -1.986 -1.933 8.505 0.00 0.00 0.01
C -2.300 -0.589 8.650 0.01 0.00 -0.04
C -2.064 0.053 9.857 -0.01 0.01 -0.01
C -1.516 -0.649 10.921 0.00 0.00 0.00
H -0.770 -2.540 11.604 0.00 -0.01 0.01
H -1.185 -3.682 9.455 0.00 -0.01 0.00
H -2.172 -2.435 7.564 0.01 0.00 -0.01
H -2.728 -0.040 7.820 0.00 0.00 -0.01
H -2.306 1.102 9.970 0.00 0.01 0.00
H -1.334 -0.150 11.864 0.01 0.00 0.01
C 4.724 -0.172 3.401 0.00 -0.03 -0.02
C 3.737 -1.147 3.429 0.00 -0.02 -0.06
C 4.062 -2.459 3.746 -0.03 0.00 0.00
C 5.375 -2.795 4.045 0.00 -0.02 -0.01
C 6.362 -1.821 4.020 0.02 0.01 -0.02
C 6.039 -0.511 3.695 -0.03 0.04 0.05
H 4.472 0.851 3.148 0.00 0.01 0.02
H 2.710 -0.890 3.199 0.00 0.03 0.05
H 3.292 -3.220 3.766 -0.01 0.00 0.01
H 5.628 -3.816 4.298 0.00 -0.01 0.00
H 7.386 -2.083 4.252 0.01 0.00 0.01
H 6.812 0.245 3.668 0.00 0.01 0.02
C 2.905 -0.627 -10.568 0.00 0.00 0.00
C 3.284 -1.704 -9.778 0.00 0.00 0.00
C 2.996 -1.705 -8.421 0.00 -0.01 0.01
C 2.325 -0.631 -7.853 -0.03 0.01 0.01
C 1.945 0.444 -8.644 -0.02 0.01 0.03
C 2.236 0.448 -10.001 -0.01 0.01 -0.01
H 3.132 -0.626 -11.626 0.00 0.00 -0.01
H 3.804 -2.542 -10.221 0.01 0.00 0.00
H 3.298 -2.542 -7.805 0.00 -0.01 0.00
H 2.100 -0.631 -6.793 0.01 0.01 0.01
H 1.420 1.283 -8.202 0.01 0.02 -0.01
H 1.944 1.289 -10.616 0.00 0.00 -0.01
C 8.180 -0.129 -2.340 0.00 0.00 -0.01
C 8.817 -0.842 -1.334 0.02 -0.01 0.01
C 8.256 -0.905 -0.066 0.00 -0.01 0.01
C 7.055 -0.259 0.196 0.00 -0.01 -0.03
C 6.418 0.452 -0.811 0.00 -0.01 -0.02
C 6.982 0.519 -2.077 0.00 -0.02 0.02
H 8.619 -0.077 -3.328 0.00 0.00 -0.01
H 9.751 -1.348 -1.539 0.01 0.00 0.00
H 8.754 -1.458 0.719 0.00 -0.01 0.01
H 6.619 -0.314 1.184 -0.02 -0.01 -0.01
H 5.482 0.959 -0.606 0.01 0.02 0.00
H 6.491 1.078 -2.861 -0.04 0.04 -0.06
C -7.542 -1.687 0.070 0.08 -0.03 0.01
C -8.442 -1.205 1.011 0.07 0.02 0.02
C -9.544 -1.970 1.366 -0.01 -0.01 0.01
C -9.741 -3.213 0.782 0.00 0.01 0.00
C -8.841 -3.693 -0.159 0.00 -0.01 0.01
C -7.740 -2.929 -0.518 0.03 -0.01 0.04
H -6.680 -1.095 -0.218 -0.06 0.05 -0.07
H -8.292 -0.233 1.466 -0.03 0.02 -0.02
H -10.250 -1.595 2.094 -0.01 0.00 0.01
H -10.601 -3.808 1.058 -0.01 -0.01 0.00
H -8.999 -4.661 -0.615 -0.01 -0.01 -0.01
H -7.042 -3.300 -1.258 -0.01 0.01 -0.02
```
Positions in Å, forces in eV/Å.

Results
E_HOMO   -10.68 eV
Multiplicity   1
Electronic energy   -90640.5658 eV
Lowest unoccupied orbital energy   -4.70 eV
Total charge   +1

Results of the Mulliken charge analysis, in e, for atoms 1 through 99: atom 1 (C): -1.5889, atom 2 (C): 0.6995, atom 3 (Cl): -0.1753, atom 4 (C): -0.2271, atom 5 (Cl): -0.1381, atom 6 (C): 0.2346, atom 7 (C): -0.3787, atom 8 (N): 0.1333, atom 9 (C): -1.4855, atom 10 (C): -0.2733, atom 11 (C): 0.4371, atom 12 (C): 0.2176, atom 13 (O): -0.4483, atom 14 (O): -0.4527, atom 15 (H): 0.3388, atom 16 (H): 0.4168, atom 17 (H): 0.4170, atom 18 (H): 0.6651, atom 19 (H): 0.3675, atom 20 (H): 0.9840, atom 21 (H): 0.7211, atom 22 (H): 0.4059, atom 23 (C): -0.5220, atom 24 (C): 0.4802, atom 25 (C): -0.6102, atom 26 (C): -0.3365, atom 27 (C): -0.5267, atom 28 (C): -0.6216, atom 29 (H): 0.3690, atom 30 (H): 0.0834, atom 31 (H): 0.3946, atom 32 (H): 0.5152, atom 33 (H): 0.4388, atom 34 (H): 0.4043, atom 35 (C): -0.3641, atom 36 (C): -0.6312, atom 37 (C): -0.5088, atom 38 (C): -0.4143, atom 39 (C): 0.4961, atom 40 (C): -0.5566, atom 41 (H): 0.3891, atom 42 (H): 0.4469, atom 43 (H): 0.3924, atom 44 (H): 0.3928, atom 45 (H): -0.0327, atom 46 (H): 0.3811, atom 47 (C): -0.5896, atom 48 (C): -0.1156, atom 49 (C): -0.2899, atom 50 (C): -0.5072, atom 51 (C): -0.3888, atom 52 (C): -0.3893, atom 53 (H): 0.4388, atom 54 (H): 0.3575, atom 55 (H): 0.3662, atom 56 (H): 0.3699, atom 57 (H): 0.3690, atom 58 (H): 0.3741, atom 59 (C): -0.4425, atom 60 (C): -0.3338, atom 61 (C): -0.6199, atom 62 (C): 0.1024, atom 63 (C): -0.3092, atom 64 (C): -0.4080, atom 65 (H): 0.3603, atom 66 (H): 0.3660, atom 67 (H): 0.3712, atom 68 (H): 0.2101, atom 69 (H): 0.3561, atom 70 (H): 0.3646, atom 71 (C): -0.3277, atom 72 (C): -0.2502, atom 73 (C): -0.5966, atom 74 (C): -0.3782, atom 75 (C): -0.3306, atom 76 (C): -0.5800, atom 77 (H): 0.3797, atom 78 (H): 0.4394, atom 79 (H): 0.4034, atom 80 (H): 0.3846, atom 81 (H): 0.4087, atom 82 (H): 0.4530, atom 83 (C): -0.3572, atom 84 (C): -0.4024, atom 85 (C): -0.4877, atom 86 (C): -0.2630, atom 87 (C): 0.0087, atom 88 (C): -0.5997, atom 89 (H): 0.3601, atom 90 (H): 0.3622, atom 91 (H): 0.3645, atom 92 (H): 0.3585, atom 93 (H): 0.3026, atom 94 (H): 0.3611, atom 95 (C): -0.5280, atom 96 (C): -0.3834, atom 97 (C): -0.5061, atom 98 (C): 0.1750, atom 99 (C): -0.5554

---

# C4H12N2

A gas-phase ion, C4H12N2 (charge +1) in a non-equilibrium geometry (ωB97M-V/def2-TZVPD, OMol25).

Structure (XYZ):
```
18
Properties=species:S:1:pos:R:3:forces:R:3
C -0.158 -1.005 0.965 0.26 -0.20 -0.22
C 0.514 -0.059 -0.033 0.52 0.81 1.12
C -0.366 0.670 -0.934 -0.64 -0.94 -1.40
C -1.204 1.708 -0.568 0.43 0.10 0.32
N -0.126 0.481 -2.407 -0.12 0.08 1.26
N 0.736 -1.165 2.194 -0.61 -1.20 0.93
H -1.110 -0.683 1.373 -0.06 0.42 -0.27
H -0.304 -1.995 0.547 0.07 -0.21 0.02
H 0.997 0.708 0.629 0.12 0.00 0.07
H 1.363 -0.572 -0.502 -0.25 -0.09 -0.21
H -1.745 2.410 -1.170 -0.13 -0.17 -0.51
H -1.143 1.949 0.467 -0.15 0.36 0.78
H -0.840 -0.082 -2.851 -0.39 0.18 -0.26
H 0.739 -0.038 -2.537 0.34 0.30 -0.32
H -0.110 1.436 -2.797 0.22 -0.22 -0.48
H 0.538 -0.504 2.941 0.18 0.68 -0.31
H 0.476 -2.047 2.645 0.18 -0.17 -0.16
H 1.742 -1.212 2.038 0.05 0.28 -0.34
```
Positions in Å, forces in eV/Å.

Results
E_HOMO (alpha / beta)   -7.53 / -11.79 eV
Multiplicity   2
Electronic energy   -7312.4313 eV
Lowest unoccupied orbital energy (alpha / beta)   -3.44 / -3.52 eV
Total charge   +1

Calculated atomic charges, method natural (NBO), unit e: atom 1 (C): -0.2046, atom 2 (C): -0.4994, atom 3 (C): -0.1088, atom 4 (C): -0.6267, atom 5 (N): -0.6810, atom 6 (N): -0.6834, atom 7 (H): 0.2368, atom 8 (H): 0.2173, atom 9 (H): 0.1617, atom 10 (H): 0.2095, atom 11 (H): 0.2162, atom 12 (H): 0.1880, atom 13 (H): 0.4230, atom 14 (H): 0.4140, atom 15 (H): 0.4167, atom 16 (H): 0.4433, atom 17 (H): 0.4371, atom 18 (H): 0.4403

---

Q: Which relative energy (zero: lowest compared OMol25 entry of this formula, charge and spin) values were calculated for the entries above? A: 0.0 46.4, in kcal per mole.